Record 1
The following is a quantum chemistry calculation of the molecule C6H11NO, from the Open Molecules 2025 dataset.

The HOMO-LUMO gap is 9.27 eV. Its energy relative to the best compared isomer or geometry (same formula, charge and spin) is 38.6 kcal/mol. Its LUMO energy is 0.8 eV. Its total energy is -365.16989 a.u.

```
! wB97M-V def2-TZVPD RIJCOSX def2/J DEFGRID3
* xyz 0 1
C 0.00932 -1.16674 -0.66067
H 1.49221 2.65402 0.52772
O -2.35579 -0.26777 -1.12259
H -0.20414 2.31520 0.77767
H -2.57172 0.00464 1.30066
H 0.82218 2.07346 -1.69219
H 0.34983 -0.03112 -2.42911
C 0.41349 0.07481 -1.35343
C 0.64984 1.33588 -0.91797
H 0.99559 1.09638 1.19949
C 0.74477 1.86371 0.47070
H 1.72381 -2.15731 0.13943
H 1.14361 -0.89216 1.19010
N -1.61601 -0.10411 0.99996
H -0.25953 -1.94744 -1.37113
C 0.81794 -1.67674 0.51045
H -0.95856 -0.44592 1.67618
C -1.44048 -0.32499 -0.33429
H 0.24365 -2.40379 1.08900
*
```

***

Record 2
The following is a quantum chemistry calculation of the molecule C5H11NO, from the Open Molecules 2025 dataset.

The HOMO-LUMO gap is 10.11 eV. Its energy relative to the best compared isomer or geometry (same formula, charge and spin) is 31.0 kcal/mol. Its LUMO energy is 0.9 eV. Its total energy is -327.08188 a.u.

```
! wB97M-V def2-TZVPD RIJCOSX def2/J DEFGRID3
* xyz 0 1
C -1.31391 -0.48758 1.16043
N 0.34759 1.46575 -0.25457
H 0.99791 1.75393 0.47044
C 0.51061 0.04941 -0.58136
H 2.60534 -0.33885 -0.15018
H -1.98473 1.05292 -0.33503
H 0.77742 -0.50044 1.40310
H 0.19481 -1.86665 0.34917
H -1.79195 -1.45619 1.30355
H 2.34471 0.48411 -1.70657
H -0.17807 -0.16559 -1.40549
H -1.26903 0.08218 2.08496
C 1.94619 -0.25703 -1.01479
C 0.10292 -0.81886 0.60099
H 0.52463 2.08276 -1.03834
C -2.35096 0.22235 0.28536
H 2.03351 -1.20518 -1.55921
O -3.49699 -0.09703 0.38755
*
```

***

| no. | E_HOMO (Ha) |
| --- | --- |
| 1 | -0.31060 |
| 2 | -0.33710 |